C39H39N3O8 | the ωB97M-V functional and the def2-TZVPD basis

Calculated values
LUMO = 0.3 eV
SMILES string = Oc1ccc(O)cc1.Oc1ccc(O)cc1.Oc1ccc(O)cc1.Oc1ccc(O)cc1.c1ccncc1.c1ccncc1.c1ccncc1
HOMO-LUMO gap = 7.893 eV
HOMO energy = -7.594 eV

Each line ends with the Mulliken charge.
Atoms and positions in Å:
O1 3.48172 -0.88974 4.62276  -0.49
C1 4.60535 -1.72697 4.27580  0.38
C2 5.68148 -1.77858 5.07107  -0.48
C3 6.85698 -2.77229 4.68836  -0.47
C4 6.75837 -3.55317 3.56463  0.58
O2 7.60854 -4.53455 3.43706  -0.50
C5 5.48305 -3.51439 2.86960  -0.79
C6 4.50723 -2.60863 3.16347  0.17
H1 2.91117 -1.05908 4.07102  0.15
H2 5.68812 -1.27106 6.05785  0.36
H3 7.58565 -2.89104 5.50846  0.20
H4 8.36358 -4.39662 4.02174  0.32
H5 5.63051 -4.04910 1.98876  0.45
H6 3.59405 -2.69401 2.39492  0.11
O3 3.24274 8.39591 -2.58805  -0.49
C7 3.12391 7.03154 -2.64863  0.78
C8 1.74512 6.55757 -2.74888  -0.74
C9 1.45415 4.98901 -2.63943  -0.11
C10 2.69152 4.26125 -2.56282  0.58
O4 2.51599 2.90903 -2.43811  -0.55
C11 3.96652 4.84807 -2.49067  -0.33
C12 4.30717 6.21570 -2.63623  -0.67
H7 2.56980 8.90231 -2.75391  0.25
H8 0.89540 7.22182 -2.92665  0.28
H9 0.44607 4.48490 -2.60853  0.05
H10 1.59876 2.73426 -2.38495  0.18
H11 4.86579 4.16874 -2.32482  0.28
H12 5.32708 6.62077 -2.72028  0.39
O5 -1.33449 4.71720 -4.16853  -0.46
C13 -1.65217 3.32040 -3.96474  1.03
C14 -1.27547 2.40428 -4.95130  -0.81
C15 -1.57248 0.96404 -4.66486  -0.44
C16 -2.26185 0.55160 -3.55904  0.26
O6 -2.67968 -0.66891 -3.22803  -0.20
C17 -2.78288 1.64941 -2.69498  -1.40
C18 -2.47473 3.00961 -2.91319  0.22
H13 -1.24297 5.06114 -4.94131  0.23
H14 -0.81781 2.51896 -6.03611  0.20
H15 -1.32041 0.24167 -5.53092  0.24
H16 -2.78276 -1.16738 -3.99603  0.26
H17 -3.29491 1.35905 -1.93804  0.97
H18 -2.68413 3.94311 -2.17713  0.07
O7 -0.19824 2.04472 -1.16188  0.24
C19 0.08792 1.23887 -0.17539  -0.33
C20 1.09735 1.51221 0.69788  -0.60
C21 1.44787 0.37692 1.71292  -0.66
C22 0.79787 -0.89470 1.67090  1.16
O8 1.17218 -1.84375 2.50115  -0.51
C23 -0.34837 -1.11424 0.76666  -0.08
C24 -0.60160 0.02963 -0.10041  -0.53
H19 -1.20189 2.05818 -1.38906  -0.22
H20 1.65314 2.56471 0.80418  0.26
H21 2.36067 0.43468 2.40889  0.16
H22 0.84421 -2.83167 2.36941  0.14
H23 -0.81177 -2.15594 0.63993  -0.54
H24 -1.35070 -0.03940 -0.52499  1.45
C25 -2.88898 2.42199 1.31807  -0.81
C26 -3.43982 3.55080 0.81121  -0.80
C27 -4.80086 3.68522 0.79337  -0.33
N1 -5.67019 2.72385 1.26137  -0.62
C28 -5.11939 1.52482 1.60133  -0.60
C29 -3.64803 1.34906 1.47981  -0.12
H25 -1.89857 2.47378 1.28379  0.86
H26 -2.98819 4.37029 0.71059  0.95
H27 -5.21286 4.61824 0.55289  0.42
H28 -5.74226 0.79346 1.97065  0.49
H29 -3.12099 0.45272 1.68355  0.58
C30 0.10602 -5.57183 3.42176  0.00
C31 1.16226 -5.42770 2.50543  -0.38
C32 0.91305 -4.79458 1.26469  -0.28
N2 -0.31643 -4.42110 0.81690  -0.28
C33 -1.32393 -4.67907 1.72075  0.39
C34 -1.21903 -5.18951 3.08540  -0.78
H30 0.27555 -6.11655 4.52473  0.20
H31 2.20416 -5.72369 2.73778  0.35
H32 1.74939 -4.85558 0.41065  0.21
H33 -2.30534 -4.21922 1.46987  0.27
H34 -1.96878 -5.15539 3.93024  0.34
C35 -5.52410 -3.31029 -1.14076  -0.46
C36 -5.49010 -4.65508 -1.53420  -0.67
C37 -4.22987 -5.28022 -1.68418  -0.25
N3 -3.02888 -4.65796 -1.49186  -0.51
C38 -3.13458 -3.35878 -1.22405  -0.43
C39 -4.33599 -2.68687 -1.03877  -0.36
H35 -6.41808 -2.76013 -0.94695  0.43
H36 -6.32289 -5.14038 -1.29262  0.43
H37 -4.21802 -6.33099 -1.74156  0.44
H38 -2.18419 -2.81673 -1.20911  0.80
H39 -4.13778 -1.69864 -0.77031  0.58


C39H40AgN3O3S3Te | the ωB97M-V functional and the def2-TZVPD basis

Calculated values
LUMO (alpha / beta) = 2.4 / 2.4 eV
spin multiplicity = 2
HOMO-LUMO gap (alpha / beta) = 5.937 / 7.264 eV
charge = -1
HOMO energy (alpha / beta) = -3.544 / -4.871 eV

Each line ends with the Mulliken spin population.
Atoms and positions in Å:
Ag1 0.52623 1.00690 -1.40708  0.01
N1 1.35465 5.26074 1.59304  0.00
C1 0.01979 5.45260 1.70397  0.00
O1 -0.46609 6.28256 2.45845  0.00
C2 -0.84432 4.56927 0.85484  0.00
C3 -2.20670 4.48974 1.12630  0.00
C4 -2.98230 3.59872 0.40833  0.00
C5 -2.36659 2.80787 -0.55516  -0.01
N2 -1.07653 2.92355 -0.85958  0.01
C6 -0.33203 3.78785 -0.17179  0.00
H1 1.94492 5.80042 2.20215  0.00
H2 1.76327 4.49733 1.07834  0.00
H3 -2.61980 5.10966 1.91091  0.00
H4 -4.03702 3.47947 0.61500  0.00
H5 -2.90720 2.03746 -1.09330  0.00
H6 0.71331 3.79670 -0.46069  0.00
C7 -1.13817 -0.05781 -4.40042  0.05
C8 -0.80376 -0.97072 -3.21651  -0.08
O2 -0.46008 -2.14010 -3.43825  0.02
N3 -1.01501 -0.39631 -2.02288  0.41
Te1 -0.33796 -1.68624 -0.39928  0.37
C9 -0.85381 -3.59548 0.75417  0.25
C10 -1.38265 -4.67353 0.04546  -0.02
C11 -1.55639 -4.70268 -1.45292  0.04
C12 -1.77255 -5.82280 0.74162  0.01
C13 -1.63346 -5.93478 2.11165  -0.01
C14 -2.05581 -7.17849 2.84521  0.00
C15 -1.06516 -4.86569 2.79721  0.01
C16 -0.66883 -3.70899 2.13943  -0.14
C17 -0.03184 -2.60884 2.94441  0.03
C18 -1.84352 -0.68123 0.72814  0.11
C19 -1.51794 0.28505 1.68284  -0.04
C20 -0.10957 0.72260 1.97639  0.04
C21 -2.54403 0.90476 2.39670  0.01
C22 -3.87735 0.61474 2.16506  0.00
C23 -4.96772 1.30335 2.93956  0.00
C24 -4.17824 -0.32750 1.19090  0.00
C25 -3.18643 -0.98441 0.47180  -0.04
C26 -3.59947 -1.99910 -0.55456  0.03
H7 -0.82125 -0.53668 -5.32552  0.00
H8 -0.64948 0.91092 -4.29703  0.00
H9 -2.21426 0.11826 -4.43004  0.00
H10 -1.26322 -3.78160 -1.95432  0.00
H11 -2.59717 -4.91396 -1.71037  0.00
H12 -0.95272 -5.50750 -1.87886  0.00
H13 -2.19311 -6.65349 0.18225  0.00
H14 -2.55518 -7.87819 2.17605  0.00
H15 -2.74237 -6.94316 3.65985  0.00
H16 -1.19644 -7.68994 3.28310  0.00
H17 -0.92004 -4.93931 3.87106  0.00
H18 0.28728 -2.97917 3.91941  0.00
H19 -0.72566 -1.78188 3.10611  0.00
H20 0.84255 -2.20600 2.42876  -0.01
H21 0.57174 -0.12286 2.07484  0.00
H22 -0.08008 1.30450 2.89841  0.00
H23 0.28919 1.35624 1.17576  -0.02
H24 -2.28428 1.65491 3.13601  0.00
H25 -4.56918 2.13584 3.51918  0.00
H26 -5.45383 0.61525 3.63448  0.00
H27 -5.74127 1.69277 2.27496  0.00
H28 -5.21704 -0.55945 0.97750  0.00
H29 -4.64700 -1.85689 -0.82197  0.00
H30 -3.47982 -3.01195 -0.16462  0.00
H31 -2.99982 -1.91556 -1.46092  -0.02
O3 2.17998 2.29767 -0.86252  0.00
C27 3.36064 1.80372 -1.36975  0.00
C28 3.11253 1.10972 -2.70551  0.00
C29 2.94579 -0.21994 -2.96846  0.00
C30 2.50589 -0.47797 -4.29662  0.00
C31 2.37641 0.66248 -5.02383  0.00
S1 2.74866 2.05433 -4.09987  0.00
C32 3.98411 0.80847 -0.39128  0.00
C33 3.45141 0.47372 0.81365  0.01
C34 4.23609 -0.47136 1.53100  0.00
C35 5.35829 -0.83241 0.85393  0.00
S2 5.46037 -0.03642 -0.65954  0.00
C36 4.32527 2.96227 -1.56815  0.00
C37 5.54870 3.03056 -2.16036  0.00
C38 6.11246 4.33376 -2.11843  0.00
C39 5.29442 5.22774 -1.49629  0.00
S3 3.83784 4.49600 -0.98086  0.00
H32 3.07673 -0.98741 -2.21884  0.00
H33 2.26635 -1.46331 -4.66682  0.00
H34 2.05503 0.75972 -6.04717  0.00
H35 2.52724 0.90975 1.15482  0.00
H36 3.97285 -0.86467 2.50231  0.00
H37 6.12062 -1.53179 1.15290  0.00
H38 6.02677 2.17978 -2.62439  0.00
H39 7.07448 4.59019 -2.53707  0.00
H40 5.46969 6.27767 -1.33635  0.00


The following molecular weight values (in g/mol) correspond, in order, to the records above: 677.754 930.436.